# 1
Density functional theory data (ωB97M-V/def2-TZVPD) for a 13-piece molecular cluster, C39H78O25 overall.

## Properties
E_HOMO ... -0.33875 Eh
Energy above the lowest of the compared OMol25 structures with the same formula, charge and spin ... 0.7360 eV
HOMO-LUMO gap ... 9.350 eV
Energy ... -3413.74202 Eh

Geometry as ORCA input:
```
! wB97M-V def2-TZVPD RIJCOSX def2/J DEFGRID3
* xyz 0 1
C -32.034 4.887 17.377
O -30.964 5.251 16.535
C -29.686 5.178 16.978
O -29.318 4.943 18.104
O -28.908 5.438 15.970
C -27.539 5.196 15.878
H -31.908 3.812 17.501
H -32.930 5.126 16.805
H -32.027 5.441 18.316
H -27.107 5.799 16.677
H -27.216 5.703 14.969
H -27.434 4.111 15.863
C -33.175 8.619 15.892
O -33.502 9.194 14.614
C -32.561 9.586 13.795
O -31.365 9.448 13.954
O -33.165 10.263 12.799
C -32.427 10.789 11.706
H -33.905 9.001 16.606
H -32.165 8.847 16.232
H -33.300 7.536 15.883
H -33.182 11.129 10.996
H -31.705 10.092 11.281
H -31.918 11.672 12.090
C -37.825 14.929 18.597
O -36.931 14.031 18.007
C -37.047 13.662 16.762
O -37.883 14.047 15.946
O -36.065 12.762 16.513
C -35.834 12.362 15.227
H -37.379 15.913 18.746
H -37.921 14.656 19.648
H -38.805 15.001 18.126
H -36.594 12.377 14.446
H -35.404 11.362 15.291
H -35.014 12.950 14.815
C -37.588 5.407 16.206
O -37.220 4.932 14.931
C -36.072 5.420 14.312
O -35.221 6.022 14.893
O -36.056 4.886 13.046
C -34.895 5.219 12.221
H -37.398 6.477 16.289
H -37.278 4.830 17.077
H -38.668 5.285 16.282
H -33.989 4.739 12.590
H -34.699 6.290 12.265
H -35.188 5.058 11.183
C -28.328 11.586 11.159
O -27.091 11.361 11.807
C -26.085 12.101 11.504
O -26.131 13.025 10.654
O -24.999 11.751 12.273
C -23.810 12.481 12.067
H -28.195 11.511 10.079
H -28.737 12.581 11.333
H -28.996 10.785 11.477
H -23.126 12.100 12.825
H -24.013 13.537 12.245
H -23.417 12.386 11.054
C -37.767 9.416 15.489
O -38.533 10.403 16.129
C -38.408 10.476 17.485
O -37.625 9.781 18.209
O -39.322 11.373 17.907
C -39.315 11.813 19.248
H -38.142 8.512 15.969
H -36.699 9.432 15.705
H -37.941 9.458 14.414
H -38.325 12.082 19.617
H -39.852 11.084 19.855
H -39.963 12.683 19.363
C -32.327 8.260 7.064
C -32.556 9.113 8.333
O -31.733 9.959 8.716
C -33.790 8.765 9.120
H -32.545 7.202 7.207
H -31.307 8.313 6.682
H -32.911 8.660 6.235
H -34.032 7.706 9.032
H -34.679 9.272 8.745
H -33.643 8.971 10.180
C -37.665 9.819 9.976
C -36.835 8.878 10.831
O -36.862 7.675 10.600
C -35.995 9.381 11.983
H -37.974 10.738 10.474
H -38.563 9.274 9.685
H -37.075 9.992 9.076
H -35.147 9.933 11.577
H -35.568 8.560 12.559
H -36.564 10.070 12.607
C -31.032 12.290 19.493
C -30.994 11.652 18.096
O -31.266 10.459 17.923
C -30.629 12.482 16.895
H -31.887 12.961 19.576
H -30.133 12.875 19.689
H -31.183 11.501 20.229
H -30.239 11.797 16.142
H -29.987 13.337 17.106
H -31.544 12.842 16.424
C -28.150 8.926 17.746
C -27.673 9.083 16.339
O -26.515 8.948 16.028
C -28.637 9.455 15.214
H -27.591 8.293 18.435
H -29.164 8.538 17.655
H -28.322 9.944 18.097
H -29.544 9.873 15.649
H -28.791 8.548 14.630
H -28.215 10.254 14.604
C -31.186 6.231 13.636
C -31.036 6.527 12.147
O -31.902 6.187 11.378
C -29.829 7.363 11.783
H -30.186 5.963 13.978
H -31.887 5.400 13.714
H -31.638 7.010 14.250
H -28.889 6.883 11.513
H -29.485 7.983 12.610
H -29.972 7.985 10.899
C -34.705 7.149 19.168
C -33.481 7.032 20.041
O -33.278 6.093 20.830
C -32.444 8.193 19.845
H -34.774 8.182 18.826
H -35.604 6.864 19.714
H -34.614 6.450 18.337
H -32.549 8.532 18.814
H -31.415 7.863 19.980
H -32.687 9.070 20.445
C -37.333 13.018 8.741
C -35.914 12.550 9.053
O -35.350 11.702 8.366
C -35.302 12.985 10.395
H -37.888 13.178 9.665
H -37.786 12.215 8.160
H -37.388 13.936 8.156
H -34.216 13.081 10.408
H -35.564 12.261 11.167
H -35.781 13.922 10.677
*
```

# 2
Density functional theory data (ωB97M-V/def2-TZVPD) for C22H45As3BrCsN3S2 as an isolated structure.

## Properties
E_HOMO ... -0.03335 Eh
Energy above the lowest of the compared OMol25 structures with the same formula, charge and spin ... 0.7381 eV
HOMO-LUMO gap ... 2.446 eV
Energy ... -11127.26081 Eh

Geometry as ORCA input:
```
! wB97M-V def2-TZVPD RIJCOSX def2/J DEFGRID3
* xyz -1 1
Cs -1.908 2.254 -0.097
C -4.572 6.329 2.114
C -3.790 5.082 1.900
S -2.076 5.134 1.770
C -4.602 3.937 1.717
C -6.014 4.105 1.070
S -4.177 2.383 2.384
H -3.990 7.171 2.495
H -5.473 6.157 2.739
H -5.077 6.629 1.166
H -6.590 4.804 1.717
H -6.487 3.143 1.034
H -5.968 4.501 0.041
C 0.359 -0.399 2.830
As 2.012 0.211 1.872
C 3.066 0.768 3.541
C 2.608 -1.710 1.478
C 3.147 -2.002 0.075
C 4.441 -1.218 -0.110
C 2.243 -1.483 -1.105
As 0.175 -1.619 -1.261
C 0.007 -2.422 -3.079
C -0.043 -3.230 -0.118
C 3.467 -3.511 -0.087
As 4.683 -4.246 1.354
C 6.327 -4.539 0.189
C 3.911 -6.129 1.140
H 0.628 -1.305 3.447
H -0.411 -0.696 2.059
H 0.016 0.471 3.444
H 2.667 0.301 4.462
H 2.963 1.885 3.535
H 4.115 0.525 3.423
H 1.761 -2.363 1.733
H 3.373 -1.903 2.200
H 4.337 -0.129 0.053
H 4.807 -1.402 -1.169
H 5.200 -1.598 0.570
H 2.546 -1.932 -2.039
H 2.546 -0.393 -1.260
H 0.872 -3.064 -3.188
H -0.094 -1.610 -3.831
H -0.907 -3.057 -3.243
H -0.245 -2.902 0.929
H 0.851 -3.836 -0.088
H -0.869 -3.783 -0.569
H 4.051 -3.694 -1.032
H 2.631 -4.214 -0.082
H 6.307 -3.774 -0.588
H 6.324 -5.585 -0.193
H 7.215 -4.489 0.830
H 2.941 -6.215 1.674
H 4.658 -6.858 1.636
H 3.802 -6.407 0.111
N -4.117 -0.010 -1.447
C -5.326 0.066 -0.655
C -5.207 -0.531 0.763
N -4.323 -1.695 0.883
H -4.291 0.147 -2.440
H -3.740 -0.940 -1.333
H -6.174 -0.369 -1.272
H -5.561 1.123 -0.613
H -6.271 -0.705 1.143
H -4.778 0.219 1.417
H -4.625 -2.479 0.314
H -4.309 -2.002 1.833
Br 2.836 5.087 -5.659
C 1.711 4.395 -4.273
C 2.108 4.469 -2.946
C 1.180 4.044 -1.982
N -0.053 3.642 -2.285
C -0.385 3.561 -3.560
C 0.419 4.027 -4.595
H 3.145 4.689 -2.648
H 1.367 4.102 -0.913
H -1.362 3.142 -3.759
H -0.004 3.945 -5.563
*
```

# 3
Density functional theory data (ωB97M-V/def2-TZVPD) for a 7-piece molecular cluster, C2H16O7 overall.

## Properties
E_HOMO ... -0.35667 Eh
Energy above the lowest of the compared OMol25 structures with the same formula, charge and spin ... 1.5789 eV
HOMO-LUMO gap ... 9.928 eV
Energy ... -612.41008 Eh
SMILES string ... C=CO.O.O.O.O.O.O

Geometry as ORCA input:
```
! wB97M-V def2-TZVPD RIJCOSX def2/J DEFGRID3
* xyz 0 1
C -1.927 -1.197 2.095
C -1.257 -1.716 1.106
O -0.452 -0.935 0.243
H -2.334 -1.614 2.987
H -1.868 -0.120 2.251
H -1.089 -2.723 0.874
H -0.449 0.022 0.507
H 2.232 1.701 -1.168
H 2.303 1.441 0.328
O 2.180 2.230 -0.264
H 0.649 1.887 0.160
H -0.798 2.273 0.614
O -0.010 1.612 0.874
H 1.241 -0.395 -1.794
H 2.728 -0.812 -1.634
O 2.135 -0.103 -1.422
H -1.124 -0.299 -1.438
H -1.850 0.750 -2.568
O -1.204 0.123 -2.291
H -3.272 -0.945 -1.736
H -3.326 -0.740 -0.238
O -3.807 -0.503 -1.036
H 3.974 -0.131 0.703
H 2.693 0.052 1.691
O 3.567 -0.287 1.539
*
```

# 4
Density functional theory data (ωB97M-V/def2-TZVPD) for C40H53BBr2N7O4Ta as an isolated structure.

## Properties
E_HOMO ... -0.49813 Eh
Energy above the lowest of the compared OMol25 structures with the same formula, charge and spin ... 0.0000 eV
HOMO-LUMO gap ... 6.464 eV
Energy ... -7469.86857 Eh

Geometry as ORCA input:
```
! wB97M-V def2-TZVPD RIJCOSX def2/J DEFGRID3
* xyz 2 1
Ta -0.715 -0.764 0.678
C -0.314 -4.534 0.023
C 0.440 -4.080 -1.218
C 1.820 -4.782 -1.319
C 0.589 -2.640 -1.540
C 0.951 -2.218 -2.804
C 1.024 -0.820 -2.829
C 1.426 -0.058 -4.086
C 0.290 0.695 -4.802
C 2.702 0.756 -4.020
N 0.696 -0.364 -1.591
N 0.393 -1.539 -0.762
B 0.991 1.074 -1.027
N -0.209 1.943 -0.500
N -1.034 1.389 0.586
C -1.960 2.328 0.874
C -1.804 3.407 0.019
C -0.662 3.168 -0.799
C -0.056 4.213 -1.728
C 0.035 3.814 -3.200
C 1.289 4.743 -1.226
C -3.051 2.241 1.877
C -4.382 1.980 1.181
C -2.873 1.357 3.092
N 1.874 0.867 0.228
N 1.272 0.172 1.332
C 2.154 0.308 2.358
C 3.274 1.030 1.913
C 3.070 1.328 0.551
C 4.037 1.973 -0.390
C 4.592 3.260 0.212
C 5.168 1.002 -0.757
C 2.042 -0.127 3.773
C 2.643 -1.523 3.985
C 0.730 0.063 4.474
H -0.266 -5.636 0.026
H -1.374 -4.237 -0.051
H 0.106 -4.176 0.975
H -0.153 -4.405 -2.109
H 2.522 -4.446 -0.539
H 2.285 -4.603 -2.302
H 1.696 -5.873 -1.183
H 1.223 -2.893 -3.603
H 1.695 -0.920 -4.736
H -0.295 1.344 -4.162
H -0.402 -0.014 -5.295
H 0.716 1.301 -5.636
H 2.608 1.707 -3.479
H 3.025 1.018 -5.044
H 3.552 0.222 -3.542
H 1.460 1.777 -1.924
H -2.446 4.268 -0.019
H -0.765 5.061 -1.664
H 0.811 3.061 -3.398
H 0.280 4.733 -3.754
H -0.913 3.409 -3.590
H 2.089 3.995 -1.376
H 1.248 5.005 -0.143
H 1.550 5.641 -1.776
H -3.071 3.300 2.272
H -4.417 0.951 0.779
H -4.545 2.691 0.363
H -5.223 2.073 1.877
H -3.092 0.298 2.862
H -3.561 1.702 3.878
H -1.864 1.434 3.525
H 4.108 1.341 2.544
H 3.459 2.198 -1.299
H 5.174 3.020 1.114
H 3.803 3.964 0.547
H 5.263 3.809 -0.464
H 5.693 0.691 0.145
H 5.892 1.489 -1.409
H 4.778 0.080 -1.210
H 2.783 0.552 4.223
H 2.078 -2.324 3.486
H 2.675 -1.793 5.055
H 3.674 -1.561 3.595
H 0.034 -0.780 4.354
H 0.214 1.000 4.234
H 0.959 0.113 5.547
Br -4.958 -1.135 -6.377
C -4.186 -0.285 -4.918
C -4.101 1.104 -4.818
N -3.550 1.685 -3.757
C -3.184 0.913 -2.751
C -3.126 -0.497 -2.780
C -3.659 -1.103 -3.950
C -2.542 -1.405 -1.730
O -2.407 -2.590 -1.954
O -2.191 -0.832 -0.552
H -4.456 1.748 -5.597
H -2.878 1.462 -1.878
H -3.680 -2.179 -4.086
Br 0.718 -4.716 3.868
C -0.893 -3.885 4.511
C -1.235 -4.409 5.758
C -2.417 -3.976 6.341
C -3.316 -3.153 5.652
C -2.980 -2.664 4.410
C -1.709 -2.950 3.840
C -1.308 -2.234 2.684
O -2.216 -1.705 1.888
O -0.073 -2.054 2.327
H -0.599 -5.125 6.277
H -2.649 -4.303 7.342
H -4.249 -2.922 6.111
H -3.664 -2.038 3.888
*
```

# 5
Density functional theory data (ωB97M-V/def2-TZVPD) for an isolated ion of composition C2H6N5 and charge +1.

## Properties
E_HOMO ... -0.55337 Eh
Energy above the lowest of the compared OMol25 structures with the same formula, charge and spin ... 5.8926 eV
HOMO-LUMO gap ... 9.558 eV
Energy ... -353.12878 Eh
SMILES string ... C/N=C/N=N\N=[NH2+]

Geometry as ORCA input:
```
! wB97M-V def2-TZVPD RIJCOSX def2/J DEFGRID3
* xyz 1 1
C 0.332 -1.248 -1.204
C -1.102 0.824 -1.132
N 1.107 -1.925 -0.262
N 1.144 -1.379 0.794
N 0.567 -0.397 1.188
N -0.312 -0.281 -0.736
N 0.471 0.526 2.066
H 0.612 -1.476 -2.206
H -1.364 0.951 -2.220
H -1.923 1.023 -0.351
H -0.471 1.641 -0.851
H 0.921 1.414 1.920
H 0.019 0.327 2.994
*
```

# 6
Density functional theory data (ωB97M-V/def2-TZVPD) for C8H8O2 as an isolated structure.

## Properties
E_HOMO ... -0.33627 Eh
Energy above the lowest of the compared OMol25 structures with the same formula, charge and spin ... 2.4465 eV
HOMO-LUMO gap ... 9.741 eV
Energy ... -459.99292 Eh

Geometry as ORCA input:
```
! wB97M-V def2-TZVPD RIJCOSX def2/J DEFGRID3
* xyz 0 1
C -2.900 0.882 0.822
C -2.153 -0.107 -0.120
C -0.719 -0.052 -0.056
C 0.034 1.057 -0.308
C 1.420 1.171 -0.327
C 2.136 0.027 -0.001
C 1.459 -1.202 0.304
C 0.123 -1.220 0.224
H -2.742 1.706 0.387
H -2.659 0.741 1.766
H -3.950 0.724 0.572
H -0.517 1.846 -0.681
H 2.243 2.240 -0.611
H 3.738 0.743 -0.176
H 2.149 -1.925 0.397
H -0.545 -2.137 0.480
O -2.808 -0.907 -0.800
O 3.543 -0.004 0.129
*
```

# 7
Density functional theory data (ωB97M-V/def2-TZVPD) for a 4-piece molecular cluster, C26H55N2O9 overall.

## Properties
E_HOMO ... -0.38245 Eh
HOMO-LUMO gap ... 5.571 eV
Energy ... -1809.86965 Eh

Geometry as ORCA input:
```
! wB97M-V def2-TZVPD RIJCOSX def2/J DEFGRID3
* xyz 1 1
C -3.687 -0.588 -2.141
C -2.199 -0.600 -1.746
C -1.241 -0.221 -2.888
C -1.593 1.125 -3.549
C -0.931 2.312 -2.862
C 0.456 2.318 -2.727
C 0.999 3.403 -2.069
C 0.028 4.341 -1.633
N -1.256 4.328 -1.800
N -1.725 3.266 -2.439
H -4.228 -1.162 -1.383
H -3.849 -1.059 -3.112
H -4.116 0.418 -2.091
H -2.015 0.027 -0.867
H -1.951 -1.629 -1.466
H -0.227 -0.229 -2.468
H -1.240 -0.978 -3.677
H -1.263 1.132 -4.594
H -2.677 1.279 -3.596
H 1.087 1.528 -3.108
H 2.064 3.493 -1.903
H 0.407 5.201 -1.084
H -2.728 3.204 -2.586
C 0.260 -0.800 1.290
O 1.528 -0.567 0.718
C 1.770 0.795 0.437
C 3.253 1.107 0.503
O 3.769 1.199 1.815
C 3.894 -0.012 2.561
C 5.007 -0.915 2.072
O 4.623 -1.576 0.873
C 5.719 -1.846 0.024
H -0.537 -0.592 0.568
H 0.210 -1.847 1.580
H 0.116 -0.186 2.186
H 1.234 1.440 1.146
H 1.404 0.999 -0.582
H 3.400 2.104 0.071
H 3.835 0.410 -0.104
H 2.942 -0.539 2.624
H 4.144 0.304 3.576
H 5.212 -1.684 2.828
H 5.913 -0.319 1.916
H 6.275 -0.928 -0.200
H 5.327 -2.245 -0.910
H 6.389 -2.585 0.474
C -7.957 -0.905 -7.032
O -7.332 0.361 -7.056
C -8.029 1.299 -7.864
C -7.801 2.711 -7.369
O -8.536 3.044 -6.196
C -8.133 2.448 -4.974
C -6.830 2.987 -4.420
O -5.714 2.470 -5.140
C -4.630 3.356 -5.178
H -7.901 -1.387 -8.014
H -7.434 -1.523 -6.303
H -9.005 -0.819 -6.723
H -9.103 1.086 -7.866
H -7.645 1.212 -8.889
H -8.173 3.393 -8.136
H -6.739 2.925 -7.243
H -8.114 1.360 -5.049
H -8.919 2.704 -4.261
H -6.727 2.673 -3.373
H -6.845 4.081 -4.464
H -4.927 4.330 -5.579
H -3.871 2.933 -5.837
H -4.202 3.482 -4.168
C 5.330 -0.336 9.098
O 4.805 -1.473 8.448
C 4.246 -1.173 7.182
C 4.329 -2.369 6.256
O 5.632 -2.598 5.729
C 6.617 -3.079 6.639
C 6.418 -4.518 7.066
O 5.366 -4.628 8.011
C 4.690 -5.864 7.938
H 4.529 0.356 9.380
H 5.841 -0.672 9.998
H 6.056 0.180 8.460
H 4.764 -0.323 6.722
H 3.190 -0.910 7.336
H 3.701 -2.159 5.385
H 3.929 -3.271 6.720
H 6.718 -2.418 7.499
H 7.559 -3.029 6.088
H 7.338 -4.882 7.543
H 6.210 -5.132 6.182
H 4.319 -6.047 6.923
H 3.836 -5.817 8.611
H 5.344 -6.686 8.247
*
```